Entry 1:
19
Properties=species:S:1:pos:R:3:forces:R:3:lowdin_charge:R:1 method="wB97M-V/def2-TZVPD" total_charge=+1 total_energy_ev=-16673.478 lumo_energy_ev="-3.47 / -9.09" spin_multiplicity=2 gap_ev="8.849 / 2.847" s2=0.7552 max_force_ev_per_a=4.090
C -3.32025 0.81326 0.43383 -0.8 0.0 0.4 -0.20
C -1.96276 0.20633 0.91839 -0.8 0.7 1.8 -0.55
S -1.97894 -1.63530 0.45246 0.7 1.2 1.2 0.68
H -4.29712 0.28502 0.60220 1.5 -1.2 -0.3 0.09
H -3.19878 0.95218 -0.62000 -0.5 0.6 -0.7 0.05
H -3.76726 1.67309 0.96314 1.6 0.7 -0.3 0.07
H -1.95913 0.43457 2.05229 0.2 -1.4 -1.5 0.09
H -0.99793 0.72513 0.58093 -1.7 -0.7 -0.1 0.05
C 1.35107 -0.01516 -0.98653 0.2 0.9 -0.5 -0.07
C 2.67252 0.20833 -0.26184 1.3 0.1 -0.2 -0.17
N 3.73155 -0.88172 -0.20662 -3.9 0.6 -1.1 0.30
H 0.71978 -0.73910 -0.52683 -0.3 -0.9 0.7 0.03
H 0.74212 0.91469 -0.96614 0.8 -0.3 -0.1 0.10
H 1.44741 -0.31111 -2.02733 0.3 0.1 -0.2 0.09
H 3.18333 1.18247 -0.56495 -0.3 -1.0 0.0 0.18
H 2.56937 0.36007 0.82098 -0.4 0.3 0.0 0.14
H -2.34357 -1.44643 -0.80630 -0.2 0.2 -0.4 -0.16
H 3.50667 -1.81259 -0.62105 0.6 0.9 -0.1 0.17
H 3.90192 -0.91376 0.76337 1.8 -0.6 1.3 0.11



Entry 2:
19
Properties=species:S:1:pos:R:3:forces:R:3:lowdin_charge:R:1 method="wB97M-V/def2-TZVPD" total_charge=0 total_energy_ev=-6884.867 lumo_energy_ev=0.94 smiles="C=CN.CCC" gap_ev=9.114 max_force_ev_per_a=1.682
C -0.25207 1.19826 -1.09051 -0.4 0.1 -0.2 -0.13
C -1.55114 1.82895 -0.56975 -0.3 -0.9 0.1 -0.33
C -1.33400 2.83958 0.56980 0.4 -1.5 -0.7 -0.11
H 0.16059 0.55121 -0.31566 0.2 0.0 -0.1 0.05
H -0.54757 0.59403 -1.94646 0.3 -0.3 0.0 0.07
H 0.53199 1.86936 -1.44321 -0.1 0.3 0.2 0.07
H -2.20296 2.09762 -1.40177 0.3 0.9 0.0 0.09
H -2.09100 0.94527 -0.20519 -0.1 0.2 0.4 0.09
H -2.23973 3.25452 0.99054 -0.1 0.3 -0.2 0.06
H -0.60536 3.56298 0.21182 -0.2 0.4 0.4 0.07
H -0.87623 2.21005 1.34068 0.2 0.5 0.2 0.07
C 1.05428 -3.43235 -0.30874 0.1 -0.7 0.5 -0.05
C 0.99584 -2.51973 0.66793 -0.3 -0.5 -0.6 -0.32
N 2.07339 -1.84968 1.20972 -0.4 -0.7 -0.2 0.04
H 1.95644 -3.94724 -0.61867 0.3 0.5 -0.2 0.04
H 0.16249 -3.95619 -0.60701 -0.3 0.2 0.0 0.03
H -0.00133 -2.32213 1.04462 0.2 0.5 0.3 0.10
H 2.86006 -1.79165 0.59100 0.3 0.3 0.3 0.09
H 1.90629 -1.13287 1.88084 0.1 0.4 0.0 0.07



Entry 3:
20
Properties=species:S:1:pos:R:3:forces:R:3:lowdin_charge:R:1 method="wB97M-V/def2-TZVPD" total_charge=+1 total_energy_ev=-20755.680 lumo_energy_ev=-3.42 gap_ev=9.112 max_force_ev_per_a=1.512
O 0.50945 2.06889 1.09504 0.5 0.6 -0.2 0.08
C 0.76357 1.31177 0.19886 0.2 -1.3 0.8 -0.18
C 0.83982 -0.17888 0.57135 -1.0 -0.3 -0.9 -0.23
C -0.40314 -0.83339 -0.04628 -1.3 -0.6 0.1 -0.24
C -0.33812 -1.00009 -1.55947 0.7 0.1 -0.5 -0.56
S 0.36704 -2.55228 -2.16777 0.1 -0.5 0.1 0.75
N 0.74146 -0.26680 2.05919 -0.6 0.7 -0.2 0.23
H 0.85112 1.51151 -0.87099 0.0 0.6 0.1 0.14
H 1.68457 -0.76190 0.20756 0.4 0.4 0.2 0.16
H -0.63070 -1.81511 0.38255 0.6 -0.1 0.1 0.12
H -1.30739 -0.28268 0.23091 0.2 0.5 -0.1 0.11
H 0.23166 -0.20068 -2.02786 -0.2 0.2 0.0 0.07
H -1.30807 -0.99903 -2.05034 -0.2 0.2 0.4 0.08
H 1.68272 -2.33269 -2.00177 -0.1 0.2 0.0 -0.15
H 1.04198 0.63352 2.47065 0.9 -0.3 0.0 0.17
H 1.17024 -1.13458 2.36794 0.1 0.2 0.6 0.18
H -0.23704 -0.20909 2.35436 -0.2 -0.7 -0.2 0.18
H -2.52401 2.11683 -0.79158 -0.1 -0.1 -0.2 0.07
H -1.51853 2.86616 0.05313 0.1 -0.2 -0.1 0.07
O -1.61663 2.05851 -0.47549 -0.4 0.4 0.1 -0.05



Entry 4:
23
Properties=species:S:1:pos:R:3:forces:R:3:lowdin_charge:R:1 method="wB97M-V/def2-TZVPD" total_charge=0 total_energy_ev=-14061.103 lumo_energy_ev=0.54 smiles="C[C@@]1(CCN)CO1.O=CO" gap_ev=9.344 max_force_ev_per_a=7.731
C -3.45474 0.47325 3.47342 -0.1 0.0 0.1 -0.01
C -2.60532 0.44226 2.22584 0.1 0.1 0.1 -0.51
C -1.16896 -0.00488 2.39318 0.8 -0.5 -0.3 -0.12
C -0.33780 0.92260 3.27227 0.1 1.6 1.6 -0.27
N 1.09675 0.69055 3.28605 2.6 -6.7 -3.0 -0.05
C -3.24121 0.28269 0.91455 -0.1 -0.2 -0.2 -0.09
O -2.77884 1.55867 1.34582 0.0 0.0 0.1 -0.02
H -4.49220 0.73442 3.23073 0.3 0.0 0.1 0.09
H -3.44081 -0.51155 3.96133 0.0 0.2 -0.1 0.09
H -3.06841 1.21099 4.19097 -0.1 -0.2 -0.2 0.08
H -1.15368 -1.02598 2.80551 0.0 0.2 0.0 0.13
H -0.69349 -0.07605 1.40531 -0.1 0.1 0.2 0.12
H -0.49930 1.95879 2.93886 0.0 -0.2 -0.1 0.13
H -0.71910 0.91503 4.30440 -0.2 -0.2 -0.1 0.10
H 1.45455 -0.44806 2.99018 -2.6 4.0 0.7 0.18
H -2.67459 -0.16278 0.09124 -0.2 0.1 0.2 0.12
H -4.32837 0.17689 0.85357 0.3 0.0 0.0 0.12
H 2.05457 0.82319 3.58097 -1.1 2.1 1.4 0.06
C 2.22862 1.34179 1.12958 1.1 -1.2 -2.9 -0.26
O 1.65007 2.03334 0.31318 0.6 -2.7 2.7 0.06
H 3.15343 1.70541 1.62498 -0.8 -0.2 0.5 0.13
O 2.29960 -0.24893 1.06558 1.4 2.2 0.1 -0.16
H 3.19920 -0.59220 1.41634 -2.0 1.4 -0.8 0.10